No. 1
Entry from OMol25: C17H29O6P in the gas phase at a distorted geometry (ωB97M-V with the def2-TZVPD basis set).

```
53
Properties=species:S:1:pos:R:3
C 1.9546 3.7834 5.0068
O 2.2171 2.4626 4.5981
C 2.1119 2.1612 3.2739
C 1.7477 3.0544 2.2767
C 1.6744 2.6122 0.9653
C 1.9564 1.3049 0.6178
C 1.7511 0.8260 -0.7856
O 2.7595 0.0214 -1.3289
P 0.1684 -0.1606 -0.8145
O 0.2144 -1.5083 -0.2379
O -0.3142 -0.1215 -2.3519
C 0.2872 -0.9932 -3.3030
C -0.7882 -1.8305 -4.0012
C -1.2611 -2.9536 -3.0832
C -0.2493 -2.3918 -5.3143
O -0.8811 0.8409 -0.1421
C -1.8112 0.3581 0.8172
C -3.2475 0.4634 0.3009
C -4.2258 0.1810 1.4384
C -3.4676 -0.4985 -0.8612
C 2.3267 0.4036 1.6302
O 2.6102 -0.8671 1.2324
C 2.7649 -1.8689 2.2095
C 2.4027 0.8372 2.9420
H 2.1080 3.7938 6.0847
H 0.9230 4.0753 4.7855
H 2.6422 4.4934 4.5365
H 1.5164 4.0830 2.4991
H 1.3780 3.3051 0.1925
H 1.6298 1.6765 -1.4614
H 2.8964 -0.7067 -0.7039
H 1.0091 -1.6478 -2.8072
H 0.8181 -0.3669 -4.0277
H -1.6302 -1.1635 -4.2147
H -1.5012 -2.5583 -2.1002
H -0.4753 -3.6968 -2.9660
H -2.1436 -3.4404 -3.4917
H 0.0337 -1.5904 -5.9927
H -1.0071 -3.0022 -5.7990
H 0.6254 -3.0113 -5.1287
H -1.5697 -0.6819 1.0615
H -1.6839 0.9748 1.7139
H -3.3940 1.4884 -0.0556
H -4.0869 0.8865 2.2542
H -5.2493 0.2635 1.0818
H -4.0752 -0.8250 1.8237
H -3.3582 -1.5271 -0.5228
H -4.4644 -0.3739 -1.2782
H -2.7365 -0.3092 -1.6430
H 2.8327 -2.8050 1.6583
H 3.6787 -1.7192 2.7936
H 1.9007 -1.9065 2.8773
H 2.6822 0.1753 3.7446
```

- energy above the lowest of the compared OMol25 structures with the same formula, charge and spin (kcal/mol) = 0.4

Löwdin atomic charge list, values in e, 2 entries: -0.089 -0.080

=====

No. 2
Entry from OMol25: 2 unconnected molecules or ions with the total composition C17H29OSi at a distorted geometry (ωB97M-V with the def2-TZVPD basis set).

```
48
Properties=species:S:1:pos:R:3
C 1.8088 3.0488 3.4503
C 1.5626 2.1878 2.2035
C 0.3650 1.3118 2.4290
C -0.8447 1.3864 1.8035
C -2.0735 1.0581 2.5689
O 0.4899 0.4302 3.4641
Si 0.8924 -1.2338 3.1843
C 2.4801 -1.5030 4.0743
C -0.5601 -2.1588 3.8638
C 1.1119 -1.5250 1.3675
H 2.7447 3.6009 3.3449
H 0.9939 3.7726 3.5789
H 1.8788 2.4259 4.3568
H 1.3674 2.8218 1.3241
H 2.4522 1.5637 2.0072
H -0.9361 1.9397 0.8711
H -2.9205 1.6265 2.1685
H -2.3493 -0.0084 2.5769
H -1.9771 1.3365 3.6334
H 2.8331 -2.5112 3.8305
H 3.2528 -0.7858 3.7697
H 2.3401 -1.4301 5.1591
H -0.4401 -3.2108 3.5791
H -0.5644 -2.0960 4.9605
H -1.5347 -1.8142 3.4918
H 1.0853 -2.6073 1.1972
H 0.3099 -1.0637 0.7878
H 2.0624 -1.1405 0.9818
C -3.1848 1.3641 -1.1140
C -1.9539 0.5270 -1.0994
C -2.0679 -0.7757 -0.3995
C -0.8622 0.8762 -1.9474
C 0.3827 0.1704 -1.9242
C 1.4312 0.5203 -2.7619
C 1.2822 1.5450 -3.7061
C 0.0752 2.2498 -3.7694
C -0.9584 1.9564 -2.8876
H -2.9473 2.4333 -1.0816
H -3.7682 1.1908 -2.0280
H -3.8413 1.1388 -0.2677
H -1.1133 -1.2380 -0.1460
H -2.6503 -0.6475 0.5245
H -2.6108 -1.5173 -1.0126
H 0.5182 -0.6516 -1.2206
H 2.3809 -0.0204 -2.6756
H 2.1077 1.7963 -4.3781
H -0.0575 3.0441 -4.5091
H -1.8735 2.5515 -2.9202
```

- charge = +1
- energy above the lowest of the compared OMol25 structures with the same formula, charge and spin (kcal/mol) = 36.0

Löwdin atomic charge list, values in e, 2 entries: -0.079 -0.185

=====

No. 3
Entry from OMol25: C17H30B2Br2O6 in the gas phase at a distorted geometry (ωB97M-V with the def2-TZVPD basis set).

```
57
C17H30B2Br2O6, DFT ωB97M-V with the def2-TZVPD basis set
C -4.1649 2.0526 1.1125
C -3.8813 1.0847 0.1625
C -2.5483 1.1038 -0.5539
O -1.7028 2.1699 -0.0994
C -0.4137 1.8163 -0.3317
O 0.4895 2.5358 0.0248
C -0.3553 0.4664 -1.0490
O 0.7027 -0.4010 -0.6878
C 2.0096 0.0585 -1.0338
C 2.9960 -0.5376 -0.0073
C 4.3611 -0.6904 -0.7365
C 3.2050 0.4840 1.1278
C 2.1670 0.3624 2.2518
C 2.0431 1.6407 3.0989
C 2.4488 -0.8471 3.1608
B -0.2499 0.8658 -2.6312
C -0.2523 2.3417 -3.1739
O -0.1737 -0.2040 -3.4622
C -1.7091 -0.1933 -0.6148
B -1.3392 -0.6007 0.8925
O -1.5595 0.2789 1.9228
O -0.8324 -1.8567 1.1932
C -2.2712 -1.3027 -1.5045
Br -3.3070 -0.6087 -3.0123
C -3.0820 -2.3919 -0.7063
C -2.2612 -3.6801 -0.4962
Br -4.6466 -2.9770 -1.7883
H -3.6505 1.9899 2.0680
H -4.8133 2.9020 0.9192
H -4.5964 0.3100 -0.1059
H -2.8892 1.4663 -1.5297
H 2.3046 -0.3260 -2.0136
H 2.1134 1.1390 -0.9706
H 2.6421 -1.4938 0.3724
H 4.3837 0.0574 -1.5315
H 4.4977 -1.6918 -1.1363
H 5.1886 -0.4210 -0.0856
H 4.1918 0.3661 1.5849
H 3.1735 1.5067 0.7498
H 1.1908 0.2136 1.7811
H 0.9992 1.8183 3.3630
H 2.3997 2.5254 2.5756
H 2.5748 1.5562 4.0472
H 3.1413 -0.5896 3.9585
H 2.8111 -1.6901 2.5732
H 1.5113 -1.1463 3.6387
H -1.0610 2.9591 -2.7861
H -0.3904 2.3000 -4.2597
H 0.7192 2.8164 -3.0247
H 0.0130 0.0786 -4.3624
H -0.9143 0.0747 2.6089
H 0.0240 -1.7966 1.6285
H -1.4316 -1.8222 -1.9546
H -3.5378 -2.0252 0.2074
H -1.4008 -3.7019 -1.1593
H -1.9948 -3.8083 0.5466
H -2.8723 -4.5371 -0.7613
```

Löwdin atomic charge list, values in e, 2 entries: 0.034 -0.078

=====

| no. | molecular weight (u) | HOMO-LUMO gap (eV) | HOMO energy (eV) |
| --- | --- | --- | --- |
| 1 | 360.39 | 9.1 | -8.33 |
| 2 | 277.50 | 5.2 | -10.98 |
| 3 | 511.85 | 7.7 | -7.61 |